This record from the Open Molecules 2025 dataset describes C5H13NO in the gas phase. The level of theory is wB97M-V/def2-TZVPD.

Computed properties:
SMILES: CCN(C)CCO
net charge: 0
highest occupied orbital energy: -8.10 eV
Kohn-Sham gap: 9.00 eV

Positions of all 20 atoms, in Å:
H (-1.401, 0.392, 0.973)
C (-0.948, 0.583, -0.009)
H (0.806, 1.507, 0.845)
N (-0.414, -0.717, -0.507)
H (1.796, -2.015, 1.484)
H (0.363, 2.090, -0.859)
C (0.030, 1.787, 0.134)
H (-1.149, 3.275, 0.040)
H (-0.801, -2.518, 0.300)
C (-0.100, -1.712, 0.546)
H (1.110, -1.369, -1.900)
C (1.308, -2.387, 0.588)
O (-0.740, 2.821, 0.776)
H (0.132, -0.130, -2.438)
H (-1.779, 1.003, -0.573)
H (1.298, 0.382, -1.400)
C (0.628, -0.483, -1.475)
H (1.990, -2.213, -0.233)
H (1.197, -3.494, 0.619)
H (-0.367, -1.328, 1.519)

Results of the natural (NBO) charge analysis, in e, for atoms 1 through 6: H 0.201; C -0.226; H 0.179; N -0.452; H 0.209; H 0.167

This record from the Open Molecules 2025 dataset describes a molecular structure, C32H61AsF6NO14PtS7. The level of theory is wB97M-V/def2-TZVPD.

Computed properties:
⟨S²⟩: 2.02
net charge: +1
2S+1: 3
highest occupied orbital energy (spin up / spin down): -10.04 / -9.60 eV
Kohn-Sham gap (spin up / spin down): 7.33 / 2.86 eV

Positions of all 123 atoms, in Å:
O (3.261, 2.178, 0.765)
O (-4.453, 0.522, -3.318)
H (-3.012, 1.833, -1.212)
O (1.107, -3.194, -6.338)
H (0.678, 7.462, -1.208)
H (4.128, 1.625, -2.939)
S (1.644, -2.205, -5.447)
H (2.258, 1.249, -1.493)
H (-3.854, -1.824, 2.259)
H (1.497, -4.663, -3.300)
H (0.339, -6.286, -0.072)
H (-0.142, -3.694, -1.666)
F (-1.864, -0.447, -0.428)
H (-1.544, -2.274, 3.426)
C (0.804, 0.115, -4.578)
H (1.212, 6.918, 1.849)
C (3.078, 0.550, -1.331)
H (6.268, 0.878, 0.397)
S (3.770, 0.867, 0.401)
H (2.532, -3.315, -1.403)
C (1.421, 5.187, 0.654)
H (-3.040, -3.057, 5.102)
F (0.323, 0.980, -0.044)
H (3.303, -0.444, -6.232)
C (-5.082, -2.231, -0.727)
O (-2.205, 6.484, 0.561)
O (3.661, -0.431, 1.152)
H (0.537, -0.273, 6.117)
H (-2.335, -4.704, 5.274)
C (-4.521, 3.158, -4.277)
C (-0.029, 2.364, 4.008)
C (1.202, 1.864, 3.308)
H (-1.454, 0.833, 4.575)
H (-1.660, -4.034, 2.924)
S (-1.063, 6.016, -0.229)
C (1.245, 0.395, -6.005)
C (5.495, 1.145, -0.324)
O (0.598, -5.112, 3.630)
C (-2.122, -3.645, 5.125)
C (0.127, -4.746, -1.572)
H (5.543, 2.220, -0.495)
C (4.188, 0.694, -2.376)
H (-0.434, 4.888, 1.732)
C (-3.134, 2.575, -2.002)
H (-0.619, -5.395, -2.031)
C (1.461, 6.720, 0.806)
H (1.660, -6.143, -2.313)
C (-6.145, -2.758, 0.146)
H (-0.496, -1.685, -4.972)
H (-3.945, 4.400, -1.104)
C (-5.706, -2.627, 1.498)
O (2.172, -3.525, 1.083)
H (4.105, -0.008, -3.206)
C (0.405, -1.414, -4.423)
H (-6.218, -2.921, 2.403)
H (-7.015, -3.304, -0.189)
O (2.624, -6.016, 0.785)
H (1.560, 0.368, -3.835)
C (2.253, -0.692, -6.387)
O (1.132, -2.634, 3.311)
H (2.272, -0.866, -7.463)
H (0.462, -1.806, -3.408)
H (0.524, 0.352, -6.822)
H (0.703, -4.383, 6.216)
N (-4.084, -1.833, 0.108)
H (6.505, 0.449, -2.124)
O (-1.169, 5.525, -1.603)
F (-0.925, -2.218, 1.023)
H (0.943, 1.242, 2.451)
H (-3.190, -1.508, -0.230)
C (2.515, -4.404, -1.378)
H (0.271, -0.666, 4.297)
O (-2.380, 1.448, -4.285)
S (2.116, 0.761, 4.559)
O (2.791, 1.615, 5.584)
H (3.544, -4.703, -1.582)
H (0.142, 3.224, 4.655)
C (-0.088, 4.716, 0.713)
O (2.849, -2.450, -4.666)
C (-4.513, -1.990, 1.420)
C (-4.202, 3.621, -1.823)
H (-0.824, 2.590, 3.297)
C (0.466, 0.064, 5.083)
C (-4.539, 4.238, -3.145)
H (2.656, -0.454, -1.272)
H (-5.461, 2.799, -4.697)
H (-1.203, -1.911, 6.128)
H (-5.350, 4.960, -3.240)
S (0.364, -3.697, 3.935)
H (-1.406, -3.385, 7.169)
H (-0.372, -4.777, 0.628)
H (-5.013, -2.175, -1.803)
H (-0.042, 8.305, 0.076)
Pt (3.096, -2.019, 2.403)
H (1.980, 4.689, 1.446)
H (1.087, -2.780, 6.087)
S (2.042, -4.790, 0.312)
C (0.325, 7.313, -0.188)
C (0.288, -3.465, 5.801)
C (-0.574, 1.258, 5.058)
H (1.893, 2.595, 2.889)
As (-0.294, -0.604, 0.536)
F (0.385, -1.400, -0.923)
C (0.308, -5.197, -0.112)
C (-1.407, -3.318, 3.706)
F (-1.066, 0.172, 1.984)
H (-3.712, 4.946, -3.202)
H (-3.852, 3.547, -5.045)
F (1.208, -0.924, 1.505)
C (-1.145, -2.998, 6.184)
H (1.979, 4.954, -0.252)
O (2.821, -0.316, 3.826)
S (-3.610, 1.669, -3.533)
H (0.011, 0.796, -4.268)
C (5.535, 0.346, -1.636)
H (-0.367, 3.704, 0.417)
H (-2.104, 2.914, -2.114)
H (5.527, -0.729, -1.458)
H (1.717, 1.376, -6.054)
H (-0.668, 1.583, 6.094)
C (1.400, -5.085, -2.300)
H (2.475, 7.105, 0.698)
H (-5.139, 3.188, -1.473)

Results of the Löwdin charge analysis, in e, for atoms 1 through 6: O -0.339; O -0.350; H 0.084; O -0.316; H 0.086; H 0.114

This record from the Open Molecules 2025 dataset describes a gas-phase ion, C5H6N (charge +1). The level of theory is wB97M-V/def2-TZVPD.

Computed properties:
SMILES: C=C=C=[NH+]C=C
net charge: +1
highest occupied orbital energy (spin up / spin down): -14.32 / -14.32 eV
Kohn-Sham gap (spin up / spin down): 8.29 / 8.29 eV

Positions of all 12 atoms, in Å:
C (0.966, -0.822, 0.102)
C (-2.643, 0.396, 0.382)
H (0.677, -1.400, 0.961)
C (-1.325, -0.919, -0.704)
C (2.200, -0.312, 0.063)
H (0.024, 0.364, -1.368)
N (-0.157, -0.343, -0.580)
H (-2.912, 1.484, 0.139)
H (2.616, 0.517, -0.580)
H (2.921, -0.531, 0.890)
H (-2.886, 0.154, 1.384)
C (-2.546, -0.556, -0.551)

Results of the natural (NBO) charge analysis, in e, for atoms 1 through 6: C -0.082; C -0.096; H 0.227; C 0.352; C -0.319; H 0.438

This record from the Open Molecules 2025 dataset describes 3 unconnected molecules or ions with the total composition C26H37BClF6N2O13. The level of theory is wB97M-V/def2-TZVPD.

Computed properties:
net charge: +1
highest occupied orbital energy: -12.13 eV
Kohn-Sham gap: 6.74 eV

Positions of all 86 atoms, in Å:
H (-1.068, -2.860, -7.491)
H (3.502, 1.219, -2.256)
H (-2.883, -2.657, -1.567)
H (-2.429, -5.063, -7.826)
O (1.813, 2.721, -3.997)
H (-0.966, -3.765, -5.753)
O (2.600, 5.189, 6.643)
O (1.009, 2.473, -7.221)
O (3.306, 0.878, -4.380)
C (0.905, 0.890, -0.969)
H (4.310, 3.793, 9.655)
H (3.861, 3.483, 3.484)
C (4.134, 0.797, -3.155)
C (2.904, 4.009, 6.739)
C (0.621, 0.447, -3.799)
H (4.732, 5.014, 8.438)
C (-4.554, -2.306, 6.235)
C (-2.498, -1.962, -5.817)
C (-0.297, -0.275, -4.985)
O (3.555, 3.440, 7.783)
C (-0.214, -4.994, 5.156)
O (2.672, 3.047, 5.812)
C (-1.652, -3.212, -6.538)
H (2.533, 4.391, 2.718)
C (0.130, 0.204, -2.254)
F (-0.473, -0.193, 1.679)
N (3.491, -1.618, -2.239)
H (-3.387, -4.715, -6.151)
H (3.075, 4.956, 9.139)
H (-4.099, -1.622, -2.720)
H (-5.604, -2.008, 6.161)
C (-0.609, 1.278, 1.967)
C (-1.626, -1.222, -4.614)
H (1.600, 2.593, 4.136)
C (0.346, 2.334, -0.405)
H (4.765, -1.205, -4.046)
H (-1.495, -0.926, -0.864)
B (-0.135, 1.516, -7.020)
Cl (-3.073, -0.790, -7.149)
C (-2.056, -3.574, 4.975)
H (-3.689, -3.617, -7.666)
O (1.956, 0.324, -0.342)
H (-3.237, -3.258, -3.342)
C (-1.825, 1.378, 3.108)
F (-2.123, 1.728, -0.142)
C (2.018, 3.486, 4.614)
F (0.664, 1.816, 2.574)
N (-1.977, -1.412, -3.123)
H (-1.690, 2.573, -6.373)
O (-1.487, 2.067, -7.235)
H (5.587, -0.892, -2.346)
O (-2.416, -2.271, 5.085)
H (-0.169, -0.863, -7.250)
H (-0.549, -5.526, 6.052)
C (3.932, 4.363, 8.802)
O (-3.098, 1.536, 2.725)
C (1.950, 1.368, -4.066)
H (0.878, -4.946, 5.169)
C (-3.816, -2.001, 4.944)
H (3.412, 5.066, 4.103)
F (-0.199, 3.059, -1.613)
H (-0.670, 0.490, 4.454)
C (-0.916, 2.187, 0.637)
H (-3.491, -2.484, -5.407)
H (1.413, -0.167, -6.499)
H (-0.524, -5.528, 4.251)
F (1.443, 3.231, 0.114)
C (-3.144, -2.294, -2.649)
O (-0.716, -3.659, 5.168)
H (5.055, 1.524, -3.284)
H (-4.239, -2.552, 4.096)
C (4.577, -0.790, -2.946)
O (-1.369, 1.233, 4.518)
C (-1.177, -0.749, -1.989)
C (-2.843, -4.242, -7.102)
O (-2.809, -4.513, 4.761)
H (3.315, -2.520, -2.774)
H (3.844, -1.871, -1.274)
H (-3.912, -0.934, 4.714)
C (3.009, 4.144, 3.672)
H (-4.515, -3.375, 6.469)
H (0.745, 3.250, -6.613)
F (-1.253, 3.579, 1.113)
H (1.177, 4.150, 4.847)
C (0.231, -0.018, -6.538)
H (-4.093, -1.779, 7.077)

Results of the Löwdin charge analysis, in e, for atoms 1 through 6: H 0.106; H 0.120; H 0.117; H 0.092; O 0.040; H 0.127

Asked for relative energy (zero: lowest compared OMol25 entry of this formula, charge and spin) across the records above, the calculation gives 238.7, 418.0, 577.7, 1623.2 kJ/mol in order.
Asked for total energy across the records above, the calculation gives -8931.5366, -220552.8597, -6759.1906, -86640.4822 eV in order.